{"formula": "C17H30N8O6", "method": "ωB97M-V/def2-TZVPD", "homo_ev": -8.47, "smiles": "Nc1nc2ncn(CCNC(CO)CO)c2c(=O)[nH]1.CNC(=O)[C@@H](NC(C)=O)[C@@H](C)O", "e_lumo_ev": 0.425, "total_energy_ev": -42323.427, "max_force_ev_per_a": 3.26, "gap_ev": 8.90, "species": ["O", "O", "O", "O", "O", "O", "N", "N", "N", "N", "N", "N", "N", "N", "C", "C", "C", "C", "C", "C", "C", "C", "C", "C", "C", "C", "C", "C", "C", "C", "C", "H", "H", "H", "H", "H", "H", "H", "H", "H", "H", "H", "H", "H", "H", "H", "H", "H", "H", "H", "H", "H", "H", "H", "H", "H", "H", "H", "H", "H", "H"], "xyz": [[4.636, 2.123, -0.863], [5.348, -4.421, 2.520], [-2.170, -0.417, -0.887], [-5.224, 1.714, 0.302], [-5.270, -1.009, -4.359], [2.557, -1.386, 3.478], [-4.497, -0.663, -2.311], [1.155, 5.034, -0.434], [2.953, 3.566, -0.773], [0.457, 0.424, -0.023], [4.184, -2.099, 1.544], [2.584, -0.161, -0.415], [0.769, 2.845, -0.231], [-4.260, 2.070, -1.703], [4.746, -2.094, 2.917], [-3.326, -0.716, -0.135], [3.796, -0.975, -0.612], [3.439, 2.297, -0.709], [-6.884, -0.273, -2.783], [-5.484, -0.678, -3.204], [1.637, 3.774, -0.475], [-3.352, -2.230, 0.076], [-4.572, -0.237, -0.897], [4.718, -3.531, 3.457], [3.922, -1.160, 3.813], [1.294, -0.589, -0.120], [2.524, 1.215, -0.485], [1.232, 1.545, -0.250], [-4.330, 3.529, -1.686], [4.643, -1.012, 0.659], [-4.696, 1.277, -0.716], [-5.446, -0.683, -0.425], [-4.242, -2.508, 0.640], [2.576, -1.600, 2.521], [5.342, -5.334, 2.858], [-4.208, 3.920, -2.697], [-1.501, 0.010, -0.324], [3.533, -1.991, -0.921], [4.387, -0.533, -1.421], [5.789, -1.757, 2.905], [5.690, -1.187, 0.390], [0.145, 5.047, -0.326], [4.107, -1.350, 4.875], [3.617, 4.319, -0.681], [4.595, -0.042, 1.166], [-7.209, -0.891, -1.949], [-6.889, 0.777, -2.495], [5.238, -3.573, 4.420], [-5.297, 3.851, -1.291], [-3.540, 3.924, -1.046], [-3.822, 1.619, -2.492], [3.681, -3.847, 3.620], [4.400, -3.010, 1.121], [-3.586, -0.952, -2.641], [1.011, -1.629, 0.008], [-3.273, -0.223, 0.837], [1.569, 5.695, -1.079], [-2.468, -2.527, 0.641], [4.185, -0.119, 3.601], [-3.352, -2.746, -0.884], [-7.560, -0.420, -3.624]]}

{"formula": "C21H15N2O8PV", "method": "ωB97M-V/def2-TZVPD", "homo_ev": [-8.29, -9.56], "e_lumo_ev": [-0.606, -0.407], "multiplicity": 4, "total_energy_ev": -76357.798, "max_force_ev_per_a": 4.06, "gap_ev": [7.68, 9.16], "de_lowest_kj_mol": 0.0, "s_squared": 3.765, "species": ["V", "P", "O", "O", "O", "O", "O", "O", "O", "O", "N", "N", "C", "C", "C", "C", "C", "C", "C", "C", "C", "C", "C", "C", "C", "C", "C", "C", "C", "C", "C", "C", "C", "H", "H", "H", "H", "H", "H", "H", "H", "H", "H", "H", "H", "H", "H", "H"], "xyz": [[-0.130, -0.729, -1.501], [0.085, 1.310, -0.267], [-1.177, 2.434, -3.697], [-0.599, -6.884, -1.060], [-3.349, -2.328, 0.276], [-1.684, -1.095, -0.402], [1.680, -1.477, -1.889], [-0.632, 0.479, -2.847], [0.493, -2.474, 5.563], [2.800, -3.185, -2.819], [1.539, -2.637, 5.897], [-0.366, -2.850, -1.447], [2.871, 2.604, 2.563], [-3.709, 3.378, 1.242], [0.665, -3.576, -1.885], [1.669, 2.275, 1.921], [0.630, -4.994, -1.779], [1.592, 1.662, 0.696], [-2.295, -2.232, -0.287], [-3.608, 2.012, 1.269], [-1.423, 3.607, 0.538], [-1.419, -3.387, -0.831], [-0.558, 1.810, -2.904], [-1.320, 2.196, 0.497], [-2.648, 4.162, 0.839], [-2.432, 1.410, 0.861], [0.358, 2.420, -1.815], [-1.523, -4.771, -0.665], [2.782, 1.484, 0.010], [1.841, -2.705, -2.284], [4.076, 2.386, 1.875], [-0.490, -5.574, -1.172], [3.978, 1.842, 0.595], [4.911, 1.665, 0.049], [1.482, 2.405, -2.041], [0.045, 3.440, -1.612], [-2.667, 5.258, 0.821], [5.011, 2.650, 2.320], [2.836, 3.032, 3.589], [-4.444, 1.407, 1.592], [-4.646, 3.867, 1.438], [-0.599, 4.193, 0.155], [-2.336, -5.272, -0.137], [1.436, -5.588, -2.151], [0.740, 2.362, 2.509], [0.097, -7.384, -1.485], [2.760, 1.070, -1.001], [-2.323, 0.324, 0.865]]}